Density functional theory data (ωB97M-V with the def2-TZVPD basis set) for a molecular structure, C33H48FGeInN4O7Si3.

Geometry as XYZ:
```
98
Properties=species:S:1:pos:R:3:forces:R:3
In -1.996954 -1.735868 -1.271326 0.0 -0.1 0.0
O 1.609694 -3.708936 -3.814152 0.0 0.0 -0.1
C 0.612904 -2.950031 -3.353974 0.0 0.0 0.1
O 0.454272 -3.141241 -2.032764 0.0 0.0 0.0
C -0.096638 -2.007246 -4.089901 0.0 0.0 0.0
C 0.195080 -1.766891 -5.460552 0.0 0.0 0.0
C -0.429815 -0.729347 -6.093738 0.0 0.0 0.0
C -1.332377 0.079668 -5.383320 0.0 0.0 0.0
C -1.606285 -0.244384 -4.067682 0.0 0.0 0.0
N -1.041583 -1.268302 -3.430265 0.0 0.0 0.0
C -2.568579 0.610106 -3.245269 -0.1 0.0 -0.1
O -2.851112 1.730802 -3.657355 0.0 0.0 0.0
O -2.973339 0.087224 -2.147581 0.0 0.1 0.0
H 0.916495 -2.395280 -5.963575 0.0 0.0 0.0
H -0.216432 -0.522451 -7.134872 0.0 0.0 0.0
H -1.822796 0.935461 -5.820948 0.0 0.0 0.0
F -3.237994 4.107153 -1.626715 0.0 0.0 0.0
C -2.492451 3.766844 -0.566288 0.0 0.0 0.0
C -1.833115 2.569198 -0.558371 0.0 0.0 0.1
C -1.124836 2.170649 0.573798 0.0 0.0 0.0
C -0.432321 0.860590 0.513555 -0.1 -0.1 -0.1
O -0.350842 0.246553 -0.540998 0.0 0.0 0.0
C 0.093786 0.415741 1.786766 0.1 0.0 0.0
C 0.068088 1.266703 2.847346 0.0 0.0 0.0
N -0.447220 2.517597 2.864281 0.0 0.0 0.0
C -0.320638 3.207653 4.140095 0.0 0.0 0.0
C -0.042421 4.663812 4.330239 0.0 0.0 0.0
C -1.362195 4.066137 4.782557 0.0 0.0 0.0
C -1.099901 2.990084 1.713607 0.0 0.0 0.0
C -1.725434 4.240260 1.647321 0.1 0.0 0.0
C -2.424489 4.638292 0.518642 0.0 -0.1 0.0
N -3.044453 5.920435 0.517535 0.0 0.1 0.1
C -3.327689 6.586037 -0.748204 0.0 0.0 0.0
C -3.652459 8.061925 -0.439134 0.0 0.0 0.0
N -3.154525 8.354205 0.945892 0.0 -0.1 0.0
C -3.989476 7.623839 1.959961 0.0 0.0 0.0
C -4.106213 6.162739 1.480909 -0.1 0.0 0.0
C 0.660340 -0.944599 1.974631 -0.3 0.0 0.1
O 1.126293 -1.150658 3.219757 0.0 0.0 0.0
O 0.653836 -1.809832 1.135896 0.1 0.0 0.0
H -1.921879 1.903572 -1.404184 0.0 0.0 0.0
H 0.502573 0.937280 3.779394 0.0 0.0 0.0
H 0.210618 2.562617 4.822604 0.0 0.0 0.0
H -0.018694 5.312918 3.469185 0.0 0.0 0.0
H 0.684253 4.919288 5.088295 0.0 0.0 0.0
H -2.260763 4.295024 4.231532 0.0 0.0 0.0
H -1.520903 3.924480 5.841976 0.0 0.0 0.0
H -1.672050 4.939682 2.461939 0.0 0.0 0.0
H -4.172302 6.152550 -1.287372 0.0 0.0 0.0
H -2.450917 6.512927 -1.388899 0.0 0.0 0.0
H -4.722307 8.260692 -0.426887 0.0 0.0 0.0
H -3.174831 8.747578 -1.134222 0.0 0.0 0.0
H -3.116602 9.352690 1.140580 0.0 0.0 0.0
H -2.211134 7.961832 1.008373 0.0 0.0 0.0
H -4.952874 8.127092 2.008021 0.0 0.0 0.0
H -3.485947 7.717751 2.920189 0.0 0.0 0.0
H -5.094826 5.985308 1.039553 0.0 0.0 0.0
H -4.004191 5.490465 2.328018 0.0 0.0 0.0
C 4.482346 -2.417386 -3.411586 0.0 0.0 0.0
Si 3.801570 -2.638786 -1.686319 0.0 -0.1 0.2
C 5.121599 -3.301142 -0.539334 0.0 0.0 0.0
C 2.966772 -1.093262 -1.040762 0.1 0.0 -0.1
Ge 1.999378 -4.225256 -2.016687 -0.1 0.1 -0.3
Si 1.609249 -2.723869 3.707300 0.0 0.0 0.0
C 3.058133 -3.267893 2.678650 0.0 0.0 0.0
C 0.182883 -3.899011 3.553211 0.0 0.0 0.0
C 2.096048 -2.458832 5.487764 0.0 0.0 0.0
Si 1.132151 -6.481170 -2.051928 0.1 0.0 0.2
C -0.644683 -6.353835 -1.492091 0.0 0.0 0.0
C 2.159195 -7.599175 -0.960969 0.0 0.0 0.0
C 1.281195 -6.944519 -3.855469 0.0 0.0 0.0
H 5.421598 -1.860793 -3.355493 0.0 0.0 0.0
H 3.782063 -1.862689 -4.036838 0.0 0.0 0.0
H 4.681372 -3.369434 -3.905992 0.0 0.0 0.0
H 5.918343 -2.560823 -0.426836 0.0 0.0 0.0
H 5.573469 -4.211668 -0.937487 0.0 0.0 0.0
H 4.728833 -3.519902 0.453365 0.0 0.0 0.0
H 3.373515 -0.220279 -1.557793 0.0 0.0 0.0
H 3.146032 -0.975554 0.029726 0.0 0.0 0.0
H 1.886054 -1.104765 -1.197106 0.0 0.0 0.0
H 2.752812 -3.414632 1.642881 0.0 0.0 0.0
H 3.447405 -4.212721 3.067763 0.0 0.0 0.0
H 3.871601 -2.539175 2.701844 0.0 0.0 0.0
H -0.130908 -4.017767 2.516482 0.0 0.0 0.0
H -0.678557 -3.577700 4.141333 0.0 0.0 0.0
H 0.497087 -4.874662 3.935808 0.0 0.0 0.0
H 2.954040 -3.078421 5.755652 0.0 0.0 0.0
H 1.280430 -2.714099 6.166249 0.0 0.0 0.0
H 2.373730 -1.419117 5.669546 0.0 0.0 0.0
H -0.750087 -6.624027 -0.440471 0.0 0.0 0.0
H -1.255620 -7.039145 -2.084824 0.0 0.0 0.1
H -1.046279 -5.347864 -1.624177 0.0 0.0 0.0
H 2.147143 -7.261411 0.076886 0.0 0.0 0.0
H 3.198012 -7.634753 -1.294563 0.0 0.0 0.0
H 1.769745 -8.619785 -0.982071 0.0 0.0 0.0
H 0.496881 -6.462365 -4.440159 0.0 0.0 0.0
H 1.174196 -8.027494 -3.958839 0.0 0.0 0.0
H 2.237779 -6.653173 -4.290543 0.0 0.0 0.0
```
Positions in Å, forces in eV/Å.

## Properties
- ΔE to the lowest compared entry with this formula, charge and spin: 0.000 eV
- LUMO energy (alpha / beta): -3.0 / -3.0 eV
- Expectation value of S²: 0.77
- Kohn-Sham gap (alpha / beta): 3.93 / 5.52 eV
- Calculated total energy: -143331.0686 eV
- Strongest force on any atom: 0.350 eV/A
- Charge: +1
- 2S+1: 2